{
  "formula": "C46H132N23O7P7",
  "method": "ωB97M-V with the def2-TZVPD basis set",
  "max_force_ha_per_bohr": 0.1118,
  "smiles": "CN(C)P(=O)(N(C)C)N(C)C.CN(C)P(=O)(N(C)C)N(C)C.CN(C)P(=O)(N(C)C)N(C)C.CN(C)P(=O)(N(C)C)N(C)C.CN(C)P(=O)(N(C)C)N(C)C.CN(C)P(=O)(N(C)C)N(C)C.CN(C)P(=O)(N(C)C)N(C)C.CC#N.CC#N",
  "orbital_gap_ev": 7.98,
  "species": ["C", "N", "C", "P", "O", "N", "C", "C", "N", "C", "C", "H", "H", "H", "H", "H", "H", "H", "H", "H", "H", "H", "H", "H", "H", "H", "H", "H", "H", "C", "N", "C", "P", "O", "N", "C", "C", "N", "C", "C", "H", "H", "H", "H", "H", "H", "H", "H", "H", "H", "H", "H", "H", "H", "H", "H", "H", "H", "C", "N", "C", "P", "O", "N", "C", "C", "N", "C", "C", "H", "H", "H", "H", "H", "H", "H", "H", "H", "H", "H", "H", "H", "H", "H", "H", "H", "H", "C", "N", "C", "P", "O", "N", "C", "C", "N", "C", "C", "H", "H", "H", "H", "H", "H", "H", "H", "H", "H", "H", "H", "H", "H", "H", "H", "H", "H", "C", "N", "C", "P", "O", "N", "C", "C", "N", "C", "C", "H", "H", "H", "H", "H", "H", "H", "H", "H", "H", "H", "H", "H", "H", "H", "H", "H", "H", "C", "N", "C", "P", "O", "N", "C", "C", "N", "C", "C", "H", "H", "H", "H", "H", "H", "H", "H", "H", "H", "H", "H", "H", "H", "H", "H", "H", "H", "C", "N", "C", "P", "O", "N", "C", "C", "N", "C", "C", "H", "H", "H", "H", "H", "H", "H", "H", "H", "H", "H", "H", "H", "H", "H", "H", "H", "H", "C", "C", "N", "H", "H", "H", "C", "C", "N", "H", "H", "H"],
  "positions_angstrom": [[-2.881, -4.388, 3.699], [-2.838, -5.085, 4.963], [-2.668, -4.198, 6.182], [-3.191, -6.767, 5.144], [-2.837, -7.578, 3.960], [-2.365, -7.291, 6.625], [-2.948, -8.253, 7.565], [-0.965, -7.112, 6.665], [-4.899, -6.698, 5.585], [-5.477, -5.853, 6.585], [-5.843, -7.721, 4.953], [-2.882, -5.046, 2.830], [-2.097, -3.633, 3.753], [-3.833, -3.857, 3.709], [-2.414, -4.806, 7.050], [-3.554, -3.616, 6.434], [-1.867, -3.483, 5.992], [-2.573, -9.277, 7.564], [-2.693, -7.886, 8.559], [-4.012, -8.383, 7.366], [-0.586, -6.908, 7.667], [-0.461, -7.968, 6.218], [-0.660, -6.235, 6.094], [-6.046, -6.476, 7.275], [-4.700, -5.450, 7.235], [-6.082, -5.040, 6.184], [-6.864, -7.339, 4.935], [-5.789, -8.653, 5.515], [-5.502, -7.907, 3.935], [4.765, 2.212, -2.416], [3.763, 3.216, -2.674], [3.198, 3.910, -1.501], [3.542, 3.886, -4.241], [2.552, 5.027, -4.239], [5.175, 4.219, -4.805], [6.216, 3.170, -5.119], [5.680, 5.560, -4.653], [3.054, 2.478, -5.127], [3.155, 2.437, -6.548], [1.918, 1.596, -4.609], [4.655, 1.503, -3.236], [4.544, 1.729, -1.464], [5.796, 2.567, -2.439], [4.020, 4.345, -0.932], [2.508, 3.390, -0.837], [2.664, 4.756, -1.935], [5.764, 2.189, -5.261], [6.460, 3.321, -6.171], [7.043, 3.149, -4.410], [6.695, 5.697, -5.024], [5.070, 6.218, -5.272], [5.661, 5.843, -3.600], [4.128, 2.831, -6.839], [3.043, 1.446, -6.988], [2.463, 3.174, -6.957], [1.879, 0.597, -5.044], [1.001, 2.133, -4.850], [1.997, 1.577, -3.522], [6.965, 0.986, 4.589], [6.896, 1.341, 3.145], [8.201, 1.582, 2.546], [5.434, 1.300, 2.227], [5.502, 1.230, 0.723], [4.444, 0.114, 2.879], [2.944, 0.172, 2.554], [4.960, -1.226, 3.331], [4.627, 2.741, 2.862], [4.604, 3.926, 1.965], [4.257, 2.825, 4.250], [7.339, -0.033, 4.690], [6.018, 1.083, 5.120], [7.606, 1.666, 5.151], [8.850, 2.148, 3.214], [8.147, 2.251, 1.687], [8.543, 0.594, 2.239], [2.595, -0.650, 1.928], [2.434, -0.026, 3.496], [2.763, 1.122, 2.051], [5.273, -1.750, 2.428], [5.884, -1.104, 3.897], [4.215, -1.805, 3.876], [4.961, 4.815, 2.485], [5.161, 3.730, 1.049], [3.580, 4.107, 1.640], [5.180, 2.905, 4.824], [3.699, 1.975, 4.645], [3.617, 3.687, 4.433], [-7.233, -1.149, -5.076], [-6.595, -1.178, -3.777], [-5.276, -1.894, -3.720], [-7.121, -0.257, -2.424], [-6.287, -0.378, -1.199], [-6.935, 1.277, -3.115], [-5.680, 1.805, -3.184], [-7.967, 1.857, -3.887], [-8.741, -0.648, -2.209], [-9.142, -2.094, -2.310], [-9.529, 0.057, -1.161], [-7.059, -2.063, -5.643], [-6.958, -0.254, -5.634], [-8.307, -1.203, -4.897], [-5.250, -2.736, -4.412], [-4.939, -2.283, -2.759], [-4.499, -1.166, -3.955], [-4.891, 1.056, -3.128], [-5.506, 2.444, -4.050], [-5.687, 2.360, -2.246], [-7.487, 2.364, -4.724], [-8.716, 1.170, -4.283], [-8.456, 2.666, -3.344], [-8.694, -2.737, -1.553], [-10.226, -2.083, -2.197], [-8.953, -2.410, -3.336], [-9.277, -0.295, -0.161], [-10.592, -0.005, -1.398], [-9.223, 1.103, -1.155], [-2.757, -1.682, -1.025], [-1.605, -1.554, -0.102], [-1.201, -2.844, 0.472], [-0.452, -0.295, -0.302], [0.227, 0.107, 0.903], [0.628, -0.971, -1.395], [2.120, -1.036, -1.148], [0.252, -1.356, -2.748], [-1.273, 1.044, -1.060], [-0.507, 1.966, -1.913], [-2.473, 1.588, -0.507], [-3.679, -1.226, -0.664], [-3.053, -2.665, -1.392], [-2.584, -1.021, -1.874], [-0.417, -2.685, 1.212], [-0.861, -3.607, -0.229], [-2.039, -3.233, 1.050], [2.628, -1.708, -1.840], [2.509, -0.025, -1.267], [2.325, -1.372, -0.132], [-0.632, -0.839, -3.121], [1.064, -1.280, -3.472], [-0.096, -2.389, -2.735], [-0.650, 1.601, -2.930], [-1.068, 2.900, -1.937], [0.482, 2.147, -1.492], [-3.040, 0.789, -0.031], [-3.032, 2.074, -1.307], [-2.263, 2.220, 0.356], [7.006, -0.507, -4.467], [7.161, -1.623, -5.431], [8.238, -1.394, -6.411], [5.919, -2.768, -5.672], [6.321, -4.094, -6.246], [5.034, -2.918, -4.200], [5.762, -3.206, -2.968], [3.629, -3.507, -4.224], [4.888, -1.931, -6.728], [5.058, -2.038, -8.157], [4.300, -0.640, -6.416], [7.005, 0.445, -4.998], [7.763, -0.545, -3.683], [6.005, -0.516, -4.037], [8.011, -0.516, -7.016], [8.426, -2.309, -6.974], [9.166, -1.152, -5.894], [6.085, -4.243, -2.875], [6.605, -2.556, -2.732], [5.037, -3.180, -2.154], [3.194, -3.584, -5.220], [3.653, -4.543, -3.886], [3.014, -3.025, -3.464], [4.214, -1.636, -8.717], [5.994, -1.536, -8.401], [5.115, -3.088, -8.443], [4.976, 0.138, -6.771], [4.293, -0.476, -5.338], [3.294, -0.574, -6.829], [0.577, 2.761, 4.341], [-0.865, 2.988, 4.389], [-1.684, 2.277, 3.389], [-1.483, 3.957, 5.676], [-0.508, 4.818, 6.379], [-2.856, 4.763, 5.046], [-2.772, 5.732, 3.866], [-4.010, 4.980, 5.912], [-2.104, 2.664, 6.655], [-1.462, 2.184, 7.914], [-3.321, 1.903, 6.281], [0.808, 2.005, 5.092], [1.005, 3.693, 4.709], [0.770, 2.594, 3.281], [-2.651, 2.757, 3.241], [-1.950, 1.290, 3.767], [-1.175, 2.185, 2.430], [-2.517, 6.744, 4.178], [-2.061, 5.332, 3.142], [-3.744, 5.694, 3.375], [-4.907, 5.057, 5.297], [-4.183, 4.188, 6.640], [-3.921, 5.958, 6.384], [-1.697, 2.911, 8.691], [-1.810, 1.207, 8.250], [-0.373, 2.174, 7.912], [-4.058, 1.929, 7.084], [-2.974, 0.878, 6.148], [-3.698, 2.236, 5.314], [-0.652, 4.459, -4.646], [-1.823, 3.645, -4.812], [-2.806, 2.985, -4.865], [-0.490, 4.496, -3.569], [-0.974, 5.443, -4.988], [0.214, 4.017, -5.137], [-5.863, 0.877, 1.841], [-6.242, 1.061, 3.212], [-6.504, 1.310, 4.299], [-4.883, 1.282, 1.589], [-6.640, 1.307, 1.210], [-5.793, -0.171, 1.549]],
  "forces_ev_per_a": [[-0.891, 0.278, 0.827], [0.931, -1.674, 2.569], [-0.070, -0.913, -1.243], [-1.072, 1.389, 2.200], [-0.682, 0.437, 0.236], [-2.637, 0.880, -1.765], [0.179, 0.417, -0.269], [1.162, 0.152, -0.420], [1.118, -2.136, -2.302], [0.658, -0.305, 0.803], [1.602, 0.999, 0.587], [0.460, -0.011, 0.207], [0.229, -0.088, -0.703], [-0.193, 0.394, -0.529], [0.037, -0.005, -0.153], [-0.257, -0.021, -0.223], [0.170, -0.055, -0.060], [0.612, -0.104, -0.665], [-0.610, 0.049, 0.310], [-0.065, 0.505, 0.355], [-0.104, -0.318, 0.308], [0.425, -0.144, 0.193], [-0.151, 0.021, -0.231], [-0.520, 0.075, 0.003], [0.054, 0.257, -0.187], [-0.122, 0.018, -0.030], [0.115, 0.097, 0.086], [-0.277, -0.128, 0.019], [-0.096, -0.041, 0.065], [-0.468, -0.435, -0.645], [-1.409, 1.102, -0.255], [0.548, 1.176, -1.262], [0.625, -1.303, 0.758], [1.805, -1.334, -0.198], [-1.217, -2.042, -0.153], [-2.075, 0.523, -0.859], [-0.440, 0.498, -0.122], [0.133, -1.034, 1.876], [0.475, 1.472, -0.734], [0.920, 2.280, 0.179], [0.285, -0.506, 0.129], [0.250, -0.037, -0.023], [0.094, 0.243, 0.276], [-0.036, -0.113, 0.359], [0.202, -0.667, -0.199], [-0.229, 0.094, 0.312], [-0.287, -0.081, 0.956], [1.054, 0.567, 0.087], [-0.006, 0.070, -0.217], [0.069, -0.500, 0.016], [-0.088, 0.379, 0.388], [0.023, 0.449, 0.023], [0.200, -0.180, -0.149], [-0.239, 0.226, 0.252], [-0.481, -0.304, -0.651], [0.479, 0.161, -0.090], [-0.369, -0.369, -0.025], [0.005, -0.297, -0.057], [-0.303, 0.152, -0.663], [-1.245, -0.087, 0.310], [-0.703, -0.203, -0.559], [-1.249, 1.282, 1.326], [0.740, 0.750, 1.862], [-0.448, -0.647, 0.671], [1.959, -0.585, 0.494], [0.321, 1.339, -1.460], [0.437, -1.625, -2.992], [-0.641, -0.809, 0.852], [0.414, 0.435, 0.062], [0.165, -0.033, 0.311], [-0.174, -0.373, -0.495], [0.386, 0.100, -0.371], [0.095, -0.575, 0.377], [-0.355, -0.314, -0.302], [1.056, 0.306, -0.075], [0.469, 0.065, -0.420], [-0.286, 0.764, 0.071], [-0.402, -0.152, 0.413], [-0.228, -0.590, 0.009], [-0.385, -0.011, 0.274], [-0.005, 0.288, 0.018], [0.222, 0.047, -0.085], [0.254, -0.032, 0.273], [-0.213, 0.247, 0.022], [-0.157, 0.369, 0.574], [0.023, -0.289, -0.396], [0.167, 0.190, -0.102], [-0.578, 0.009, 0.773], [1.001, -1.958, 2.107], [-0.287, 0.937, 0.023], [0.959, 0.039, -1.486], [0.011, -0.282, -0.600], [-4.504, -3.547, 0.413], [2.434, 1.407, 1.454], [-0.389, 1.264, -0.701], [-0.305, -0.272, 0.060], [-0.076, 1.486, -0.582], [1.318, 0.341, -0.620], [0.557, 0.087, -0.020], [-0.110, -0.049, -0.332], [-0.234, 0.569, -0.287], [-0.139, 0.167, -0.171], [-0.860, 0.104, 0.338], [0.293, -0.142, -0.517], [0.098, -0.051, -0.108], [-0.070, -0.046, 0.052], [1.601, 0.940, -0.059], [-0.164, -0.065, -0.396], [0.060, -0.090, 0.221], [-0.493, 0.111, 0.125], [0.132, 0.006, -0.093], [0.006, -0.206, 0.146], [0.251, -0.404, 0.302], [-0.313, -0.376, 0.077], [0.090, -0.098, 0.154], [-0.176, 0.152, -0.159], [-0.139, 1.679, -0.290], [-0.659, 0.208, -0.779], [0.118, 0.864, 0.915], [-1.623, -0.645, -2.748], [1.171, 0.217, 2.164], [1.468, 0.501, -0.413], [-1.356, 0.845, 0.427], [-0.972, -0.695, 0.371], [1.307, -2.244, 0.033], [-1.295, -0.526, 0.425], [-0.197, -0.638, 0.977], [-0.170, -0.223, 0.729], [0.767, -0.288, 0.281], [0.199, -0.310, -0.454], [0.174, 0.073, -0.099], [-0.034, 0.150, -0.383], [-0.128, -0.157, -0.152], [-0.378, 0.013, -0.071], [0.447, -0.056, 0.026], [-0.073, 0.063, -0.086], [0.160, 0.555, 0.016], [0.048, 0.247, 0.174], [0.224, -0.442, -0.192], [1.144, 0.025, -0.262], [0.185, 0.223, 0.341], [0.227, -0.069, -0.654], [-0.401, -0.129, -0.445], [-0.293, 0.090, 0.332], [0.007, 0.816, -0.182], [-0.684, -0.598, -0.785], [-0.155, -0.272, 1.260], [-0.377, -0.465, 0.811], [-0.497, -0.420, -0.450], [0.060, 1.772, 0.271], [-0.189, 0.703, -1.297], [-0.693, -0.726, 0.459], [1.694, -0.386, 0.285], [-1.514, -0.642, 0.639], [0.607, -1.116, 0.012], [1.096, -0.483, 1.039], [0.560, 0.126, -0.076], [0.049, 0.167, -0.024], [0.154, -0.352, 0.351], [-0.118, -0.134, -0.461], [-0.212, 0.218, -0.257], [0.070, -0.081, 0.245], [0.429, -0.250, -0.547], [-0.215, 0.142, -0.329], [-0.048, 0.647, 0.201], [0.105, 0.720, 0.077], [0.386, -0.273, 0.022], [-0.117, 0.494, -0.435], [0.007, 0.336, 0.239], [-0.002, 0.154, -0.748], [0.297, 0.002, -0.002], [-0.240, 0.475, -0.506], [-0.456, -0.154, 0.103], [0.097, 0.140, -0.047], [-1.414, 1.036, 0.561], [-0.873, 2.099, -0.469], [-0.159, 0.201, 1.223], [-1.254, -2.184, -0.594], [0.126, -0.687, -0.357], [0.812, -0.573, -0.657], [-0.046, -1.854, 1.289], [-0.030, 0.691, -0.428], [-0.267, 0.662, 0.271], [-0.218, 1.654, -0.186], [1.686, 0.046, -0.065], [0.661, -0.616, -0.601], [0.543, -0.072, -0.277], [0.862, -0.483, 0.345], [0.094, 0.406, -0.035], [0.206, -0.445, -0.213], [0.177, 0.000, 0.095], [0.022, -0.032, -0.002], [0.238, 0.177, 0.186], [-0.095, 0.247, 0.100], [-0.116, -0.223, -0.175], [0.335, 0.205, -0.062], [-0.026, 0.007, 0.523], [-0.139, -0.143, 0.399], [-0.224, 0.006, -0.477], [0.058, -0.114, -0.573], [-0.272, 0.110, -0.183], [-0.398, -0.345, -0.023], [-0.272, 0.119, 0.321], [-0.321, 0.129, 0.377], [-4.154, -3.197, -0.197], [3.420, 2.269, 0.092], [0.392, 0.213, -0.040], [0.765, 0.165, -0.143], [-0.049, 0.539, -0.066], [-0.034, -0.591, -1.167], [0.418, 0.283, 0.398], [-0.188, -0.078, 0.397], [-0.146, 0.375, 0.252], [0.218, 0.099, -0.160], [-0.213, -0.105, 0.200]]
}